DFT (ωB97M-V/def2-TZVPD) results for a molecular structure, C31H46InN2O8S2Si.

The geometry in XYZ format:
```
91
C31H46InN2O8S2Si ωB97M-V/def2-TZVPD
In -0.194 0.266 -0.213
C -2.358 -0.220 2.967
C -1.272 0.838 3.137
C -1.793 2.213 2.735
C -0.758 0.817 4.572
O -0.188 0.489 2.212
Si 1.423 0.871 2.352
S 2.033 0.929 0.273
O 1.533 2.338 3.000
C 2.659 3.102 3.504
C 2.360 4.556 3.167
C 3.968 2.667 2.850
C 2.715 2.887 5.012
O 2.256 -0.168 3.246
C 2.676 -1.548 3.268
C 3.548 -1.845 2.054
C 3.478 -1.697 4.555
C 1.450 -2.449 3.287
H -3.111 -0.099 3.745
H -1.929 -1.221 3.043
H -2.840 -0.106 1.997
H -2.637 2.501 3.359
H -2.117 2.189 1.691
H -0.998 2.953 2.839
H -1.585 0.992 5.258
H -0.006 1.589 4.727
H -0.313 -0.154 4.798
H 2.304 4.682 2.085
H 3.149 5.199 3.558
H 1.410 4.859 3.607
H 3.876 2.707 1.763
H 4.218 1.647 3.146
H 4.777 3.330 3.156
H 1.799 3.247 5.482
H 3.560 3.429 5.438
H 2.831 1.823 5.227
H 4.358 -1.117 1.983
H 2.957 -1.803 1.140
H 3.979 -2.842 2.152
H 4.344 -1.035 4.537
H 3.824 -2.725 4.664
H 2.860 -1.440 5.415
H 0.866 -2.312 2.378
H 0.826 -2.223 4.154
H 1.763 -3.492 3.345
C -5.523 -1.905 -0.268
N -4.073 -2.017 -0.163
C -3.462 -3.191 0.157
C -2.122 -3.317 0.246
C -1.333 -2.137 0.040
O -0.084 -2.072 0.114
N -1.984 -0.980 -0.228
C -3.326 -0.860 -0.403
O -3.877 0.178 -0.738
H -5.963 -2.898 -0.287
H -5.782 -1.371 -1.179
H -5.927 -1.345 0.576
H -4.124 -4.028 0.337
H -1.638 -4.249 0.490
O -1.194 2.060 -1.050
O -0.386 2.314 -2.262
O -0.522 -0.159 -2.589
S -0.735 1.132 -3.209
C -2.454 1.256 -3.730
C -2.655 0.207 -4.790
C -2.546 0.540 -6.138
C -2.686 -0.435 -7.114
C -2.925 -1.752 -6.751
C -3.030 -2.092 -5.410
C -2.897 -1.118 -4.434
C 0.475 1.422 -4.550
C 1.525 0.360 -4.433
C 2.559 0.505 -3.513
C 3.446 -0.537 -3.298
C 3.303 -1.727 -3.998
C 2.276 -1.870 -4.921
C 1.382 -0.834 -5.133
H -2.590 2.273 -4.102
H -3.020 1.091 -2.807
H -2.375 1.571 -6.430
H -2.612 -0.162 -8.159
H -3.031 -2.511 -7.515
H -3.216 -3.118 -5.121
H -2.972 -1.378 -3.390
H 0.848 2.428 -4.357
H -0.080 1.381 -5.486
H 2.669 1.431 -2.957
H 4.242 -0.418 -2.575
H 3.991 -2.544 -3.829
H 2.157 -2.795 -5.470
H 0.567 -0.954 -5.839
```

Net charge: +1

Population analysis type Löwdin, resulting atomic charges in e: atom 1 (In): 0.69, atom 2 (C): -0.01, atom 3 (C): -0.59, atom 4 (C): 0.00, atom 5 (C): -0.01, atom 6 (O): -0.23, atom 7 (Si): -0.09, atom 8 (S): 0.48, atom 9 (O): -0.14, atom 10 (C): -0.62, atom 11 (C): -0.02, atom 12 (C): -0.03, atom 13 (C): -0.02, atom 14 (O): -0.12, atom 15 (C): -0.62, atom 16 (C): -0.03, atom 17 (C): -0.02, atom 18 (C): -0.01, atom 19 (H): 0.10, atom 20 (H): 0.10, atom 21 (H): 0.07, atom 22 (H): 0.10, atom 23 (H): 0.09, atom 24 (H): 0.09, atom 25 (H): 0.10, atom 26 (H): 0.07, atom 27 (H): 0.09, atom 28 (H): 0.09, atom 29 (H): 0.09, atom 30 (H): 0.09, atom 31 (H): 0.07, atom 32 (H): 0.08, atom 33 (H): 0.10, atom 34 (H): 0.09, atom 35 (H): 0.09, atom 36 (H): 0.09, atom 37 (H): 0.09, atom 38 (H): 0.06, atom 39 (H): 0.09, atom 40 (H): 0.09, atom 41 (H): 0.09, atom 42 (H): 0.09, atom 43 (H): 0.07, atom 44 (H): 0.09, atom 45 (H): 0.10, atom 46 (C): 0.00, atom 47 (N): -0.04, atom 48 (C): -0.03, atom 49 (C): 0.03, atom 50 (C): -0.50, atom 51 (O): -0.02, atom 52 (N): 0.11, atom 53 (C): -0.52, atom 54 (O): 0.06, atom 55 (H): 0.09, atom 56 (H): 0.10, atom 57 (H): 0.10, atom 58 (H): 0.14, atom 59 (H): 0.12, atom 60 (O): -0.25, atom 61 (O): -0.32, atom 62 (O): -0.30, atom 63 (S): 0.93, atom 64 (C): -0.13, atom 65 (C): -0.28, atom 66 (C): -0.05, atom 67 (C): -0.06, atom 68 (C): -0.06, atom 69 (C): -0.05, atom 70 (C): -0.03, atom 71 (C): -0.11, atom 72 (C): -0.28, atom 73 (C): -0.04, atom 74 (C): -0.05, atom 75 (C): -0.05, atom 76 (C): -0.05, atom 77 (C): -0.03, atom 78 (H): 0.13, atom 79 (H): 0.11, atom 80 (H): 0.12, atom 81 (H): 0.11, atom 82 (H): 0.11, atom 83 (H): 0.11, atom 84 (H): 0.11, atom 85 (H): 0.13, atom 86 (H): 0.10, atom 87 (H): 0.12, atom 88 (H): 0.12, atom 89 (H): 0.11, atom 90 (H): 0.11, atom 91 (H): 0.12

***

DFT (ωB97M-V/def2-TZVPD) results for a molecular structure, C31H46N4P2PbSi.

The geometry in XYZ format:
```
85
C31H46N4P2PbSi ωB97M-V/def2-TZVPD
Pb 0.385 2.210 -0.419
C -1.623 1.901 -4.336
C -1.722 0.578 -4.145
C -0.791 -0.434 -4.728
C 0.712 -0.128 -4.503
C 1.058 0.714 -3.303
C 0.905 2.039 -3.184
C 0.671 2.892 -4.353
C -0.607 2.558 -5.159
C 1.448 2.158 2.120
H -2.407 2.582 -4.005
H -2.694 0.126 -3.889
H -0.990 -0.534 -5.797
H -1.016 -1.436 -4.338
H 1.197 -1.118 -4.392
H 1.095 0.311 -5.441
H 1.835 0.186 -2.752
H 1.140 2.601 -2.266
H 1.563 2.783 -5.004
H 0.611 3.939 -4.048
H -1.035 3.474 -5.548
H -0.381 1.959 -6.030
H 0.823 2.542 2.963
H 2.415 2.701 2.293
H 1.766 1.195 2.601
P 1.842 -0.374 0.444
P -1.596 -1.449 0.828
N 3.148 0.537 -0.510
N 2.964 -1.671 0.797
N -2.492 -0.095 0.074
N -2.955 -2.549 0.613
C 0.870 -1.193 -0.867
C -0.383 -2.032 -0.486
C 3.411 1.906 -0.351
C 4.395 2.274 -1.257
C 4.693 1.125 -2.043
C 3.915 0.070 -1.588
C 3.952 -1.516 1.773
C 4.678 -2.693 1.875
C 4.110 -3.621 0.939
C 3.066 -2.971 0.302
C -2.868 1.138 0.669
C -3.280 2.027 -0.329
C -3.193 1.333 -1.558
C -2.624 0.078 -1.295
C -4.053 -2.581 -0.274
C -5.100 -3.282 0.315
C -4.642 -3.714 1.624
C -3.345 -3.247 1.779
H 1.427 -1.772 -1.626
H 0.465 -0.354 -1.450
H -0.978 -2.205 -1.402
H -0.088 -3.037 -0.113
H 2.947 2.480 0.431
H 4.816 3.274 -1.331
H 5.418 1.119 -2.852
H 3.828 -0.956 -1.949
H 4.047 -0.561 2.253
H 5.547 -2.845 2.507
H 4.465 -4.622 0.717
H 2.411 -3.301 -0.492
H -3.161 1.098 1.715
H -3.604 3.076 -0.238
H -3.503 1.699 -2.528
H -2.302 -0.712 -1.968
H -4.007 -2.055 -1.214
H -6.098 -3.455 -0.110
H -5.218 -4.291 2.341
H -2.662 -3.301 2.621
C 0.884 -0.018 5.675
Si -0.739 0.556 4.865
C -2.095 -0.621 5.494
C -1.227 2.282 5.460
C -0.544 0.394 3.029
H 0.946 0.415 6.683
H 1.762 0.314 5.103
H 0.929 -1.115 5.779
H -2.348 -0.452 6.556
H -3.028 -0.496 4.912
H -1.758 -1.669 5.399
H -0.564 3.025 5.032
H -2.256 2.532 5.199
H -1.150 2.333 6.549
H 0.084 -0.419 2.628
H -1.518 0.366 2.515
```

Population analysis type Löwdin, resulting atomic charges in e: atom 1 (Pb): 1.14, atom 2 (C): -0.13, atom 3 (C): -0.14, atom 4 (C): -0.18, atom 5 (C): -0.16, atom 6 (C): -0.15, atom 7 (C): -0.26, atom 8 (C): -0.16, atom 9 (C): -0.18, atom 10 (C): -0.36, atom 11 (H): 0.10, atom 12 (H): 0.11, atom 13 (H): 0.12, atom 14 (H): 0.10, atom 15 (H): 0.11, atom 16 (H): 0.11, atom 17 (H): 0.06, atom 18 (H): -0.11, atom 19 (H): 0.13, atom 20 (H): 0.11, atom 21 (H): 0.11, atom 22 (H): 0.11, atom 23 (H): -0.05, atom 24 (H): -0.03, atom 25 (H): -0.07, atom 26 (P): 1.00, atom 27 (P): 1.11, atom 28 (N): -0.22, atom 29 (N): -0.27, atom 30 (N): -0.23, atom 31 (N): -0.26, atom 32 (C): -0.46, atom 33 (C): -0.35, atom 34 (C): -0.23, atom 35 (C): -0.09, atom 36 (C): -0.09, atom 37 (C): -0.14, atom 38 (C): -0.14, atom 39 (C): -0.09, atom 40 (C): -0.10, atom 41 (C): -0.15, atom 42 (C): -0.16, atom 43 (C): -0.11, atom 44 (C): -0.11, atom 45 (C): -0.19, atom 46 (C): -0.13, atom 47 (C): -0.09, atom 48 (C): -0.10, atom 49 (C): -0.16, atom 50 (H): 0.08, atom 51 (H): -0.02, atom 52 (H): 0.07, atom 53 (H): 0.08, atom 54 (H): 0.01, atom 55 (H): 0.10, atom 56 (H): 0.10, atom 57 (H): 0.11, atom 58 (H): 0.10, atom 59 (H): 0.09, atom 60 (H): 0.09, atom 61 (H): 0.09, atom 62 (H): 0.11, atom 63 (H): 0.11, atom 64 (H): 0.08, atom 65 (H): 0.08, atom 66 (H): 0.09, atom 67 (H): 0.10, atom 68 (H): 0.09, atom 69 (H): 0.09, atom 70 (C): -0.19, atom 71 (Si): 0.44, atom 72 (C): -0.20, atom 73 (C): -0.19, atom 74 (C): -0.17, atom 75 (H): 0.02, atom 76 (H): 0.02, atom 77 (H): 0.03, atom 78 (H): 0.03, atom 79 (H): 0.02, atom 80 (H): 0.02, atom 81 (H): 0.01, atom 82 (H): 0.03, atom 83 (H): 0.03, atom 84 (H): -0.04, atom 85 (H): -0.08

***

Respective relative energy (zero: lowest compared OMol25 entry of this formula, charge and spin) values: 0.0000; 0.0000 eV.
Respective E values: -86974.7193; -70547.7103 eV.